Record 1
Computed, not measured: a single C3H3N2P molecule in a non-equilibrium geometry, with the ωB97M-V functional and the def2-TZVPD basis.

XYZ file:
```
9
Properties=species:S:1:pos:R:3:forces:R:3
C 0.037 0.984 -0.846 -0.8 -1.3 -2.9
P -0.954 0.176 0.440 -0.2 -2.6 -0.3
C 0.295 0.134 1.711 -0.4 0.1 -0.3
N 1.068 0.100 2.553 0.5 0.1 0.6
C -0.590 -1.714 0.007 -0.8 4.1 0.7
N -0.422 -2.795 -0.301 0.3 -1.7 -0.4
H -0.176 0.522 -1.911 -0.5 1.0 2.0
H 1.025 0.528 -0.772 0.6 1.5 0.4
H -0.284 2.064 -0.881 1.3 -1.0 0.2
```
Positions in Å, forces in eV/Å.

The SMILES is CP(C#N)C#N. The strongest force on any atom is 0.0820 hartree/bohr. As for the highest occupied orbital energy: -11.00 eV.

Record 2
Computed, not measured: a gas-phase ion, C3H3N2S (charge -1) in a non-equilibrium geometry, with the ωB97M-V functional and the def2-TZVPD basis.

XYZ file:
```
9
Properties=species:S:1:pos:R:3:forces:R:3
S 1.994 -0.469 -1.682 1.3 -0.3 -1.0
N 0.661 -0.224 -0.709 -0.9 1.7 5.2
C 0.655 0.295 0.818 -0.2 -1.5 -4.6
C -0.666 0.353 1.077 -0.1 0.1 0.3
N -1.454 -0.031 0.035 -0.6 0.0 -0.1
C -0.635 -0.351 -0.954 0.0 0.0 0.2
H 1.579 0.461 1.319 0.3 0.1 0.1
H -1.135 0.671 1.999 0.1 0.0 0.0
H -0.999 -0.706 -1.903 0.1 0.0 -0.2
```
Positions in Å, forces in eV/Å.

The SMILES is [S-]n1ccnc1. The strongest force on any atom is 0.1082 hartree/bohr. The net charge is -1. As for the highest occupied orbital energy: -2.53 eV.

Record 3
Computed, not measured: a gas-phase ion, C3H3N2S (charge -1) in a non-equilibrium geometry, with the ωB97M-V functional and the def2-TZVPD basis.

XYZ file:
```
9
Properties=species:S:1:pos:R:3:forces:R:3
C 0.903 0.675 -0.338 -0.2 2.5 2.4
C 0.640 -0.592 -0.658 -0.7 0.7 0.6
C -0.753 0.095 0.756 -2.4 -2.2 4.8
N 0.047 1.098 0.675 3.7 3.1 -2.4
N -0.379 -1.073 0.074 -0.5 -1.1 0.3
S -2.131 -0.312 -0.358 -2.1 -0.3 -1.9
H 1.735 1.309 -0.599 0.1 0.0 -0.4
H 1.104 -1.155 -1.323 2.0 -2.6 -3.0
H -1.167 -0.046 1.772 0.0 -0.2 -0.4
```
Positions in Å, forces in eV/Å.

The strongest force on any atom is 0.1124 hartree/bohr. The net charge is -1. As for the highest occupied orbital energy: -2.11 eV.